# 1
61
Properties=species:S:1:pos:R:3 method="wB97M-V/def2-TZVPD" total_charge=0 homo_lumo_gap_ha=0.246 spin_multiplicity=1 e_above_lowest_kj_mol=85.8
Ga 0.602 -0.830 -0.327
O 7.280 0.453 0.737
C 6.568 -0.404 1.345
O 6.835 -1.126 2.342
C 5.122 -0.488 0.887
C 4.848 -0.610 -0.508
C 3.524 -0.657 -0.926
N 2.510 -0.720 -0.024
C 2.821 -0.783 1.270
C 4.041 -0.608 1.771
C 1.549 -0.705 2.102
O 1.651 -0.444 3.260
O 0.430 -1.058 1.533
H 5.694 -0.640 -1.159
H 3.252 -0.559 -1.925
H 4.167 -0.602 2.822
C 0.404 4.191 1.404
N 0.707 2.946 0.743
C 2.120 2.510 0.791
P -0.545 2.032 0.204
O 0.120 0.929 -0.646
N -1.535 1.580 1.388
C -2.824 0.959 0.983
C -1.171 1.440 2.780
N -1.469 2.922 -0.766
C -2.688 3.620 -0.363
C -1.174 3.131 -2.202
H 0.696 4.131 2.484
H -0.679 4.412 1.305
H 1.018 4.993 0.966
H 2.320 2.034 1.742
H 2.752 3.393 0.715
H 2.372 1.730 0.070
H -2.902 0.860 -0.125
H -3.662 1.572 1.336
H -2.830 -0.053 1.376
H -0.148 1.848 2.960
H -1.051 0.423 3.113
H -1.947 1.963 3.379
H -2.996 3.416 0.706
H -3.481 3.337 -1.099
H -2.568 4.653 -0.529
H -0.307 2.531 -2.433
H -0.925 4.184 -2.430
H -2.006 2.762 -2.805
O -3.599 -2.431 0.568
S -3.203 -2.136 -0.814
O -3.965 -1.212 -1.577
N -1.612 -1.644 -0.809
C -0.899 -2.503 -1.467
O 0.393 -2.243 -1.605
C -1.517 -3.715 -1.962
C -0.911 -4.887 -2.334
C -1.739 -5.999 -2.636
C -3.107 -5.934 -2.416
C -3.736 -4.795 -1.926
C -2.916 -3.684 -1.727
H 0.128 -4.899 -2.336
H -1.344 -6.953 -2.987
H -3.709 -6.829 -2.563
H -4.757 -4.804 -1.655

***

# 2
117
Properties=species:S:1:pos:R:3 method="wB97M-V/def2-TZVPD" total_charge=0 homo_lumo_gap_ha=0.377 spin_multiplicity=1 e_above_lowest_kj_mol=556.6
C 1.986 -4.867 -0.889
C 2.110 -3.619 -1.799
O 3.468 -3.326 -1.735
H 0.942 -5.034 -0.624
H 2.446 -4.817 0.098
H 2.275 -5.718 -1.505
H 1.527 -2.764 -1.456
H 1.764 -3.834 -2.810
H 4.010 -4.065 -2.021
C 2.001 -3.765 2.919
C 3.338 -3.924 3.743
O 3.342 -5.121 4.424
H 1.181 -3.654 3.629
H 1.818 -4.691 2.373
H 1.835 -2.857 2.340
H 3.271 -3.119 4.475
H 4.271 -3.812 3.190
H 2.636 -4.957 5.054
C -5.151 0.139 -4.298
C -5.255 -0.105 -2.864
O -4.375 0.727 -2.225
H -4.308 -0.293 -4.837
H -5.207 1.192 -4.574
H -5.985 -0.305 -4.842
H -4.926 -1.141 -2.779
H -6.293 0.136 -2.631
H -3.659 0.973 -2.815
C 1.481 0.109 3.563
C 2.263 0.768 4.610
O 3.073 -0.247 5.238
H 2.135 -0.430 2.879
H 0.949 0.850 2.966
H 0.627 -0.492 3.876
H 1.672 1.154 5.441
H 3.072 1.465 4.390
H 4.003 -0.070 5.079
C -3.012 0.355 4.932
C -2.668 0.755 3.536
O -3.036 -0.068 2.566
H -2.724 1.053 5.717
H -2.570 -0.591 5.245
H -4.064 0.186 5.163
H -1.583 0.814 3.614
H -3.067 1.763 3.423
H -2.621 0.242 1.758
C 5.737 0.022 1.155
C 4.902 -1.225 0.983
O 4.148 -0.926 -0.142
H 5.198 0.897 1.517
H 6.359 0.187 0.275
H 6.540 -0.188 1.862
H 4.366 -1.314 1.928
H 5.479 -2.147 0.906
H 4.149 -1.739 -0.653
C -5.831 3.457 -2.320
C -5.070 3.876 -0.992
O -3.902 3.158 -0.749
H -6.624 4.095 -2.711
H -6.252 2.459 -2.204
H -5.218 3.595 -3.211
H -5.663 3.502 -0.158
H -4.974 4.961 -0.966
H -4.212 2.303 -0.440
C 3.348 1.994 -1.790
C 3.454 1.109 -3.026
O 4.475 0.179 -2.820
H 2.406 2.542 -1.773
H 4.154 2.728 -1.775
H 3.265 1.326 -0.933
H 3.838 1.824 -3.754
H 2.539 0.662 -3.415
H 4.129 -0.456 -2.188
C -0.113 3.013 -3.913
C -0.858 3.163 -2.563
O -1.958 2.301 -2.607
H 0.855 3.514 -3.885
H -0.713 3.536 -4.658
H 0.064 2.006 -4.291
H -1.207 4.124 -2.186
H -0.200 2.857 -1.749
H -2.683 2.692 -2.115
C -1.692 -0.770 -4.390
C -0.191 -0.793 -4.360
O 0.381 -0.739 -5.658
H -1.836 0.276 -4.663
H -2.205 -0.947 -3.445
H -2.070 -1.272 -5.280
H -0.018 -1.825 -4.054
H 0.341 -0.107 -3.700
H 1.300 -1.012 -5.613
C 1.599 3.940 1.168
C 0.470 4.858 0.910
O 0.905 5.927 0.066
H 2.531 4.454 1.402
H 1.770 3.340 0.274
H 1.327 3.279 1.991
H 0.145 5.285 1.858
H -0.441 4.421 0.501
H 0.219 6.339 -0.465
C 0.488 -0.699 -0.144
C -0.277 0.553 0.149
O -1.699 0.451 0.116
H 1.564 -0.586 -0.011
H 0.278 -1.025 -1.162
H 0.221 -1.528 0.512
H 0.114 1.201 -0.635
H 0.074 1.023 1.068
H -2.006 0.888 -0.681
C -2.149 -3.173 3.770
C -1.506 -4.108 2.715
O -2.441 -5.032 2.170
H -2.594 -3.789 4.552
H -3.017 -2.579 3.484
H -1.398 -2.526 4.222
H -0.638 -4.616 3.134
H -1.155 -3.575 1.831
H -3.307 -4.618 2.187

***

# 3
44
Properties=species:S:1:pos:R:3 method="wB97M-V/def2-TZVPD" total_charge=+4 homo_lumo_gap_ha="0.136 / 0.120" spin_multiplicity=2
I 3.364 -1.647 -1.016
I 3.855 1.399 -1.375
Tl 1.248 2.467 -1.259
Ti 0.211 -1.537 -0.269
S 0.770 -0.482 -2.252
C -0.996 -2.711 -1.634
C -0.489 -3.220 1.034
C -0.041 -0.265 -4.037
C 0.520 1.024 -4.608
C -1.529 -0.176 -3.812
C 0.399 -1.445 -4.884
C -0.578 3.309 1.626
C -1.640 3.121 -2.655
O -0.843 -4.272 1.376
O -1.547 -3.332 -2.451
O -0.971 3.762 2.604
O -2.245 4.090 -2.826
H 0.161 1.119 -5.642
H 1.616 1.011 -4.620
H 0.177 1.908 -4.058
H -2.013 -0.103 -4.794
H -1.778 0.722 -3.234
H -1.918 -1.054 -3.296
H 0.011 -1.328 -5.905
H 0.040 -2.402 -4.493
H 1.493 -1.476 -4.947
O 0.737 0.753 7.191
N 0.112 -0.134 6.564
O -0.464 -1.081 7.136
C 0.097 -0.059 5.149
C 0.939 0.884 4.534
C 1.069 0.943 3.146
C 0.453 -0.076 2.348
O 0.816 -0.349 1.127
C -0.587 -0.832 2.978
C -0.697 -0.936 4.376
N -1.566 -1.478 2.142
O -2.590 -1.997 2.659
O -1.547 -1.161 0.839
N 1.754 2.054 2.588
O 2.248 2.894 3.365
O 1.857 2.165 1.343
H 1.501 1.579 5.142
H -1.410 -1.650 4.799

***

# 4
16
Properties=species:S:1:pos:R:3 method="wB97M-V/def2-TZVPD" total_charge=-1 homo_lumo_gap_ha="0.103 / 0.443" spin_multiplicity=2 e_above_lowest_kj_mol=61.1
C -0.506 0.310 -1.768
C -0.051 -0.899 -2.569
H -0.654 0.102 -0.705
H 0.070 1.244 -1.759
H -1.504 0.639 -2.091
H 0.430 -1.665 -1.966
H 0.799 -0.681 -3.229
H -0.910 -1.372 -3.032
C -0.285 0.731 1.826
C 0.878 -0.106 2.420
H -1.153 0.076 1.931
H -0.528 1.676 2.312
H -0.051 0.934 0.789
H 1.166 0.202 3.434
H 1.758 -0.068 1.778
H 0.538 -1.124 2.629

***

# 5
17
Properties=species:S:1:pos:R:3 method="wB97M-V/def2-TZVPD" total_charge=+1 homo_lumo_gap_ha="0.271 / 0.282" spin_multiplicity=1 e_above_lowest_kj_mol=670.6
C -0.301 -1.439 -1.485
C 0.983 0.341 1.373
C 1.062 -1.153 1.013
C -0.717 -1.136 -2.827
C -0.779 1.930 1.170
N -0.385 0.666 1.473
S -0.414 -0.854 0.011
H 1.551 0.614 2.179
H 1.406 0.840 0.537
H 1.904 -1.693 0.625
H 0.784 -1.772 1.922
H 0.090 -0.753 -3.447
H -1.491 -0.312 -2.692
H -1.250 -2.056 -3.162
H -0.111 2.539 1.765
H -1.800 2.005 1.484
H -0.531 2.236 0.061

***

# 6
193
Properties=species:S:1:pos:R:3 method="wB97M-V/def2-TZVPD" total_charge=+1 homo_lumo_gap_ha=0.235 spin_multiplicity=1 e_above_lowest_kj_mol=622.7
Be 2.148 4.081 -2.307
C 0.502 -0.092 -2.269
C 0.349 1.314 -1.715
C -0.871 1.380 -0.770
O 1.467 1.972 -1.255
H 1.131 -0.098 -3.164
H -0.405 -0.665 -2.456
H 1.040 -0.737 -1.562
H -0.098 1.835 -2.587
H -1.138 2.373 -0.401
H -0.705 0.763 0.120
H -1.752 1.067 -1.332
C -3.820 2.904 0.423
O -5.205 2.759 0.654
C -5.451 1.752 1.643
C -6.582 2.248 2.523
N -6.834 1.293 3.579
C -8.066 1.377 4.319
C -8.228 0.363 5.427
O -8.072 -0.946 4.941
C -8.261 -1.925 5.927
H -3.564 3.587 -0.383
H -3.358 1.945 0.151
H -3.277 3.143 1.343
H -4.660 1.521 2.367
H -5.692 0.891 1.023
H -7.487 2.231 1.902
H -6.437 3.269 2.883
H -6.201 0.538 3.762
H -8.939 1.245 3.669
H -8.009 2.352 4.818
H -9.158 0.506 5.993
H -7.475 0.522 6.218
H -9.302 -1.938 6.262
H -7.688 -1.760 6.851
H -7.963 -2.948 5.704
C 1.439 6.533 -0.360
O 2.030 5.241 -0.220
C 3.179 5.140 0.565
C 3.804 3.782 0.335
N 4.368 3.715 -1.014
C 5.092 2.435 -1.127
C 6.551 2.643 -0.716
O 7.151 1.440 -0.210
C 7.029 1.341 1.178
H 0.495 6.409 0.185
H 1.173 6.752 -1.394
H 2.016 7.338 0.094
H 2.894 5.275 1.611
H 3.906 5.929 0.338
H 3.019 3.055 0.545
H 4.567 3.643 1.112
H 4.985 4.511 -1.131
H 5.051 2.104 -2.167
H 4.583 1.634 -0.594
H 6.854 3.482 -0.083
H 7.102 2.790 -1.651
H 7.053 0.287 1.458
H 6.194 1.836 1.694
H 7.826 1.783 1.800
C 3.591 1.183 -3.683
O 2.985 2.436 -3.957
C 2.697 2.781 -5.254
C 2.238 4.195 -5.095
N 1.241 4.274 -4.018
C 0.824 5.665 -3.797
C 0.039 5.696 -2.497
O 0.519 4.812 -1.496
C -0.307 4.712 -0.352
H 3.473 0.842 -2.658
H 4.679 1.239 -3.811
H 3.207 0.465 -4.408
H 1.997 2.134 -5.794
H 3.606 2.775 -5.870
H 1.858 4.555 -6.057
H 3.059 4.884 -4.886
H 0.422 3.756 -4.338
H 0.235 6.077 -4.619
H 1.724 6.279 -3.718
H -0.996 5.407 -2.697
H 0.044 6.726 -2.126
H -0.498 5.614 0.236
H 0.235 4.072 0.342
H -1.255 4.222 -0.582
C -0.085 -3.148 -5.201
O 1.188 -2.849 -5.714
C 2.252 -2.602 -4.851
C 2.441 -3.485 -3.604
N 3.737 -3.306 -2.940
C 3.674 -2.222 -1.938
C 5.010 -1.451 -1.893
O 5.416 -1.302 -3.242
C 6.738 -0.787 -3.385
H -0.540 -2.235 -4.794
H -0.083 -3.963 -4.484
H -0.697 -3.384 -6.071
H 2.141 -1.525 -4.597
H 3.227 -2.480 -5.335
H 2.392 -4.507 -3.998
H 1.649 -3.493 -2.851
H 4.363 -2.813 -3.573
H 3.371 -2.569 -0.945
H 2.915 -1.474 -2.212
H 5.727 -2.038 -1.308
H 4.894 -0.503 -1.368
H 7.364 -1.319 -2.666
H 6.706 0.286 -3.173
H 7.103 -0.941 -4.397
C 1.024 2.686 3.635
C -0.056 3.171 2.664
C -0.684 4.495 3.053
O -1.610 4.857 2.040
C -1.893 6.236 1.966
N 0.632 3.259 1.371
H 1.710 2.012 3.124
H 0.697 2.262 4.584
H 1.635 3.558 3.901
H -0.768 2.335 2.628
H 0.041 5.314 3.069
H -1.186 4.228 3.990
H -2.563 6.371 1.121
H -1.001 6.823 1.697
H -2.219 6.703 2.897
H 0.893 2.352 0.981
H 0.061 3.571 0.593
C 4.971 -0.916 2.971
C 4.310 -1.734 4.092
C 2.932 -2.345 3.844
O 2.897 -3.038 2.627
C 1.738 -3.765 2.368
N 5.265 -2.815 4.440
H 6.001 -0.791 3.311
H 4.456 0.039 2.873
H 5.137 -1.416 2.013
H 4.337 -0.992 4.892
H 2.066 -1.663 3.852
H 2.723 -3.024 4.684
H 1.385 -4.363 3.216
H 1.897 -4.380 1.482
H 0.883 -3.116 2.120
H 4.878 -3.462 5.120
H 5.322 -3.350 3.575
C 0.528 -9.716 1.985
C 0.191 -8.574 1.041
C -0.592 -7.443 1.711
O -1.016 -6.447 0.785
C -1.518 -5.280 1.368
N 1.409 -8.028 0.473
H -0.376 -10.148 2.423
H 1.094 -9.386 2.861
H 1.109 -10.495 1.499
H -0.451 -8.852 0.198
H 0.151 -6.962 2.367
H -1.432 -7.712 2.362
H -1.141 -5.111 2.385
H -2.611 -5.293 1.351
H -1.119 -4.425 0.813
H 1.230 -7.502 -0.365
H 1.941 -7.459 1.119
C -1.147 1.258 -5.462
C -1.820 2.658 -5.480
C -2.240 3.102 -4.081
O -3.244 2.298 -3.509
C -2.809 1.465 -2.464
N -0.821 3.568 -6.093
H -0.894 0.920 -6.466
H -1.939 0.628 -5.047
H -0.268 1.206 -4.818
H -2.690 2.596 -6.142
H -2.670 4.097 -4.246
H -1.402 3.094 -3.374
H -3.655 0.872 -2.114
H -2.493 1.960 -1.536
H -2.007 0.818 -2.828
H -1.509 4.271 -6.407
H -0.496 3.379 -7.040
C -5.677 -8.396 3.412
C -4.842 -7.158 3.593
C -5.564 -5.895 3.071
O -4.683 -4.771 3.140
C -4.809 -3.910 2.026
N -4.522 -7.004 5.029
H -6.617 -8.357 3.964
H -5.091 -9.310 3.508
H -5.966 -8.495 2.355
H -3.872 -7.372 3.133
H -6.315 -5.595 3.813
H -6.036 -6.107 2.109
H -5.665 -3.255 2.208
H -4.770 -4.445 1.071
H -3.905 -3.295 1.935
H -4.315 -6.004 5.109
H -5.378 -7.005 5.588